# 1
Computed, not measured: C17H26FeN7O8P as an isolated structure, with ωB97M-V/def2-TZVPD.

M ... 543.26 g mol⁻¹
Total charge ... +1
Kohn-Sham gap (alpha / beta) ... 8.36 / 8.59 eV
2S+1 ... 6
E_tot ... -3253.4850 hartree
<S²> ... 8.767

Cartesian coordinates (Å):
1 Fe 0.2966 1.0054 -0.3159
2 N 1.7042 2.7625 -1.1507
3 N 1.9101 2.7609 -2.5364
4 C 1.3140 1.8068 -3.2851
5 N 1.3813 1.9469 -4.6041
6 N 0.7307 0.8305 -2.5906
7 N 0.0819 -0.1659 -3.2590
8 O 0.1779 -0.3170 -4.4658
9 O -0.5461 -0.9069 -2.5263
10 H 0.9556 3.4129 -0.9185
11 H 2.5658 3.0044 -0.6778
12 H 2.1801 3.6252 -2.9842
13 H 1.7909 2.7663 -5.0174
14 H 0.9581 1.2293 -5.1767
15 O -3.0664 2.8667 -1.5951
16 C -2.1997 2.1733 -1.1055
17 O -0.9405 2.4183 -1.0672
18 C -2.6041 0.8576 -0.4324
19 C -3.9255 0.3855 -0.5667
20 C -4.2730 -0.7687 0.0639
21 C -3.3284 -1.4300 0.8867
22 C -3.6450 -2.5917 1.6286
23 C -2.7206 -3.1546 2.4614
24 C -1.4397 -2.5764 2.5891
25 C -1.1011 -1.4668 1.8669
26 C -2.0344 -0.8785 0.9860
27 N -1.6826 0.2355 0.2721
28 H -4.6094 0.9596 -1.1739
29 H -5.2698 -1.1804 -0.0317
30 H -4.6353 -3.0169 1.5339
31 H -2.9679 -4.0395 3.0311
32 H -0.7180 -3.0226 3.2600
33 H -0.1151 -1.0285 1.9605
34 N 1.5484 1.3793 3.5783
35 C 0.6900 1.7118 2.6163
36 O 1.0778 1.7144 1.4332
37 C -0.7177 2.0482 3.0369
38 C -1.4543 2.9143 2.0889
39 H 2.4670 1.0549 3.3200
40 H 1.2852 1.3958 4.5487
41 H -0.6597 2.5103 4.0339
42 H -1.2361 1.0947 3.1905
43 H -0.9432 3.6504 1.4911
44 H -2.5305 2.8904 2.0681
45 C 0.0598 -3.2838 -0.7447
46 O 1.0018 -2.6103 0.1051
47 P 1.6025 -1.1636 -0.1916
48 O 2.5967 -1.0155 1.0649
49 C 3.4735 -2.0966 1.4436
50 O 2.5352 -1.5583 -1.4507
51 C 3.4244 -0.5968 -2.0145
52 H -0.0363 -4.2885 -0.3423
53 H 0.4344 -3.3231 -1.7656
54 H -0.9009 -2.7755 -0.7158
55 H 4.4143 -1.6542 1.7645
56 H 3.6501 -2.7692 0.6063
57 H 3.0217 -2.6505 2.2638
58 H 3.2088 -0.5050 -3.0785
59 H 4.4445 -0.9548 -1.8782
60 H 3.3184 0.3775 -1.5311

***

# 2
Computed, not measured: C32H61As3BIrN6S3 as an isolated structure, with ωB97M-V/def2-TZVPD.

M ... 1053.88 g mol⁻¹
Total charge ... +3
Kohn-Sham gap (alpha / beta) ... 7.49 / 4.90 eV
2S+1 ... 6
E_tot ... -9614.7382 hartree
<S²> ... 8.774

Cartesian coordinates (Å):
1 Ir 0.0105 0.2839 -0.0005
2 C 6.7725 1.3551 1.1694
3 C 5.4327 1.3147 0.4417
4 C 5.6693 0.8831 -1.0030
5 C 4.7723 2.6869 0.5482
6 N 4.5468 0.2895 1.1201
7 C 4.9385 -0.4555 2.2181
8 C 3.9078 -1.2504 2.5644
9 N 2.8810 -1.0141 1.6729
10 B 1.4749 -1.6037 1.6960
11 N 1.2884 -2.8930 0.9024
12 C 2.0754 -4.0223 0.9321
13 C 1.5674 -4.8909 0.0379
14 N 0.4764 -4.2930 -0.5686
15 C 0.3205 -3.0651 -0.0297
16 S -0.8820 -1.8527 -0.4739
17 C -0.3319 -5.1049 -1.5680
18 C -1.0200 -6.2145 -0.7758
19 C -1.3733 -4.2803 -2.3082
20 C 0.6521 -5.6766 -2.5892
21 N 0.7700 -1.5650 3.0375
22 C 0.6990 -2.5537 3.9998
23 C -0.0260 -2.0678 5.0284
24 N -0.3990 -0.7689 4.7153
25 C 0.0725 -0.4961 3.4828
26 S -0.1873 0.9541 2.5317
27 C -1.2767 0.0548 5.6324
28 C -2.7225 -0.1819 5.2075
29 C -1.0549 -0.4169 7.0705
30 C -0.9141 1.5362 5.5623
31 C 3.2831 -0.0573 0.8056
32 S 2.3403 0.5874 -0.5303
33 H 7.3968 2.0929 0.6689
34 H 7.2976 0.4008 1.1221
35 H 6.6687 1.6684 2.2086
36 H 6.3457 1.5955 -1.4742
37 H 4.7510 0.8579 -1.5853
38 H 6.1381 -0.1009 -1.0388
39 H 5.4551 3.4344 0.1458
40 H 4.5726 2.9374 1.5909
41 H 3.8418 2.7443 -0.0121
42 H 5.9082 -0.3588 2.6659
43 H 3.8175 -1.9517 3.3756
44 H 0.8864 -0.8219 1.0050
45 H 2.9281 -4.1171 1.5816
46 H 1.8905 -5.8828 -0.2138
47 H -1.7129 -5.7981 -0.0436
48 H -0.3019 -6.8493 -0.2573
49 H -1.5856 -6.8447 -1.4613
50 H -2.1627 -3.9196 -1.6529
51 H -1.8316 -4.9413 -3.0434
52 H -0.9288 -3.4402 -2.8405
53 H 1.3391 -6.4028 -2.1591
54 H 1.2300 -4.8830 -3.0644
55 H 0.0863 -6.1954 -3.3614
56 H 1.1604 -3.5167 3.8651
57 H -0.2924 -2.5287 5.9589
58 H -2.9934 -1.2345 5.2975
59 H -2.8751 0.1302 4.1728
60 H -3.3908 0.3971 5.8439
61 H -1.4402 -1.4180 7.2571
62 H -1.5994 0.2532 7.7327
63 H -0.0002 -0.3778 7.3450
64 H -1.2309 2.0015 4.6340
65 H 0.1573 1.6934 5.6932
66 H -1.4276 2.0406 6.3795
67 C 0.8682 0.1043 -4.0322
68 As -0.1023 1.0658 -2.6532
69 C 0.7414 2.8166 -2.7381
70 C -1.7896 1.4692 -3.6094
71 C -3.0614 1.5789 -2.7615
72 C -3.4770 0.1933 -2.2526
73 C -2.8729 2.5624 -1.5943
74 As -2.0053 1.8962 0.0557
75 C -3.4954 1.1679 1.0583
76 C -1.6963 3.6007 0.9250
77 C -4.2498 2.0302 -3.6550
78 As -4.1437 3.6735 -4.6953
79 C -3.3193 3.4467 -6.4161
80 C -3.4612 5.2336 -3.8045
81 H 0.3691 -0.8409 -4.2379
82 H 1.8762 -0.0935 -3.6720
83 H 0.9152 0.7051 -4.9400
84 H 0.6970 3.2096 -3.7540
85 H 1.7843 2.7327 -2.4368
86 H 0.2435 3.5018 -2.0516
87 H -1.9133 0.6892 -4.3651
88 H -1.5905 2.4084 -4.1380
89 H -2.6820 -0.2455 -1.6475
90 H -3.6678 -0.4871 -3.0838
91 H -4.3819 0.2472 -1.6454
92 H -3.8418 2.9321 -1.2453
93 H -2.2930 3.4339 -1.9094
94 H -4.3918 1.7647 0.8934
95 H -3.2131 1.2053 2.1082
96 H -3.6737 0.1328 0.7756
97 H -2.6283 4.1618 0.9912
98 H -0.9597 4.1729 0.3634
99 H -1.3155 3.4210 1.9273
100 H -5.1535 2.1357 -3.0506
101 H -4.4615 1.2744 -4.4155
102 H -3.5209 2.4417 -6.7791
103 H -2.2460 3.6170 -6.3223
104 H -3.7427 4.1787 -7.1024
105 H -3.9559 5.3534 -2.8441
106 H -3.6664 6.0958 -4.4374
107 H -2.3831 5.1274 -3.6735

***

# 3
Computed, not measured: C27H22LiN5P as an isolated structure, with ωB97M-V/def2-TZVPD.

M ... 454.42 g mol⁻¹
Total charge ... +1
Kohn-Sham gap ... 8.97 eV
2S+1 ... 1
E_tot ... -1664.6547 hartree

Cartesian coordinates (Å):
1 Li 0.0254 0.9515 1.6571
2 N -2.3657 0.3439 -0.1301
3 P -1.5275 -0.7732 0.8777
4 C -2.6011 -0.9213 2.3482
5 C -3.9607 -1.2220 2.2521
6 C -4.7512 -1.2447 3.3882
7 C -4.1910 -0.9721 4.6330
8 C -2.8406 -0.6831 4.7420
9 C -2.0510 -0.6582 3.5988
10 C -1.8730 -2.3078 -0.0305
11 C -2.0065 -3.4993 0.6831
12 C -2.2061 -4.6958 0.0127
13 C -2.2766 -4.7150 -1.3740
14 C -2.1333 -3.5362 -2.0901
15 C -1.9226 -2.3366 -1.4228
16 C -2.1551 1.7067 -0.0906
17 C -2.8477 2.5596 -0.9600
18 C -2.6080 3.9106 -0.8928
19 C -1.6859 4.4061 0.0301
20 C -1.0518 3.5036 0.8450
21 N -1.2738 2.1737 0.8034
22 H -3.1253 0.0222 -0.7112
23 H -4.3979 -1.4485 1.2858
24 H -5.8048 -1.4799 3.3090
25 H -4.8114 -0.9915 5.5198
26 H -2.4046 -0.4836 5.7120
27 H -0.9868 -0.4618 3.6947
28 H -1.9689 -3.4894 1.7656
29 H -2.3131 -5.6144 0.5747
30 H -2.4426 -5.6486 -1.8957
31 H -2.1807 -3.5473 -3.1714
32 H -1.7892 -1.4274 -1.9975
33 H -3.5560 2.1471 -1.6667
34 H -3.1337 4.5849 -1.5564
35 H -1.4775 5.4629 0.1127
36 H -0.3343 3.8386 1.5855
37 N 7.1337 0.6789 -6.0849
38 C 6.5353 0.7126 -5.1049
39 C 5.7850 0.7548 -3.8755
40 C 4.3952 0.7803 -3.9021
41 C 3.6775 0.8187 -2.7219
42 C 4.3430 0.8329 -1.5028
43 C 5.7303 0.8086 -1.4719
44 C 6.4487 0.7694 -2.6532
45 N 3.6018 0.8713 -0.2794
46 C 4.1175 0.8678 1.0025
47 C 3.0533 0.9157 1.8394
48 N 1.8836 0.9496 1.1061
49 C 2.2539 0.9220 -0.1534
50 H 3.8762 0.7686 -4.8505
51 H 2.5991 0.8350 -2.7702
52 H 6.2673 0.8203 -0.5348
53 H 7.5293 0.7499 -2.6274
54 H 5.1690 0.8283 1.2157
55 H 3.0547 0.9254 2.9167
56 H 1.5759 0.9363 -0.9888

***

# 4
Computed, not measured: an isolated molecule of CH3NS at a distorted geometry, with ωB97M-V/def2-TZVPD.

M ... 61.11 g mol⁻¹
Kohn-Sham gap ... 9.08 eV
2S+1 ... 1
E_tot ... -492.8247 hartree
SMILES ... NC=S

Cartesian coordinates (Å):
1 N -0.5856 0.4100 0.0482
2 C 0.4471 -0.3956 0.0502
3 S 2.0191 0.0692 0.0325
4 H -1.5746 -0.0535 -0.0172
5 H -0.5842 1.4501 0.1407
6 H 0.2782 -1.4801 -0.2545

***

# 5
Computed, not measured: a 2-piece molecular cluster, C3H8NO overall at a distorted geometry, with ωB97M-V/def2-TZVPD.

M ... 74.10 g mol⁻¹
Total charge ... +1
Kohn-Sham gap ... 8.92 eV
2S+1 ... 1
E_tot ... -248.7808 hartree

Cartesian coordinates (Å):
1 C -1.1586 0.3396 -0.1136
2 C -2.2950 -0.1428 0.3749
3 C 0.3179 -0.8863 1.3319
4 N 0.1471 -0.0423 0.3757
5 H -1.0557 0.9128 -1.0250
6 H -2.4039 -1.1739 0.7237
7 H -3.2049 0.4230 0.2378
8 H 1.3789 -1.0988 1.4673
9 H -0.4674 -1.0300 2.0613
10 H 0.8630 0.0916 -0.3602
11 H 2.2610 0.2016 -2.3295
12 H 3.0603 0.9495 -1.2724
13 O 2.1658 0.6325 -1.4619